2 unconnected molecules or ions with the total composition C2H4BFO in a non-equilibrium geometry. Source: the OMol25 dataset; level of theory: wB97M-V/def2-TZVPD.

XYZ file:
```
9
Properties=species:S:1:pos:R:3:nbo_charge:R:1
O -3.02 -1.11 -1.35 -0.433
C -1.91 -1.16 -0.93 0.616
C -0.76 -1.10 -0.31 -0.063
F -0.71 -1.84 0.74 -0.294
H 0.03 -0.42 -0.50 0.185
B 1.36 0.44 0.69 0.246
H 0.58 1.09 1.15 -0.093
H 1.26 -0.95 0.80 -0.076
H 2.48 0.67 0.51 -0.089
```

The value obtained for the orbital gap is 8.54 eV. The value obtained for the electronic energy is -278.38039 Eh. For the energy relative to the best compared isomer or geometry (same formula, charge and spin), the calculation gives 4.618 eV. The molecular weight is 73.86 g/mol. The value obtained for the HOMO energy is -9.2 eV.


C2H4BFO2 in the gas phase in a non-equilibrium geometry. Source: the OMol25 dataset; level of theory: wB97M-V/def2-TZVPD.

XYZ file:
```
10
Properties=species:S:1:pos:R:3:nbo_charge:R:1
O -1.88 -0.60 0.41 -0.875
B -0.62 -0.48 -0.06 1.069
O 0.10 -1.68 -0.12 -0.906
C -0.03 0.97 -0.23 -0.649
C 1.39 1.11 -0.34 0.328
F 1.96 2.31 -0.43 -0.324
H -1.98 -1.34 0.91 0.472
H -0.29 -2.42 0.35 0.482
H -0.68 1.82 -0.13 0.237
H 2.03 0.31 -0.36 0.166
```

The value obtained for the orbital gap is 9.94 eV. The value obtained for the electronic energy is -353.86355 Eh. For the energy relative to the best compared isomer or geometry (same formula, charge and spin), the calculation gives 0.229 eV. The molecular weight is 89.86 g/mol. The value obtained for the HOMO energy is -9.6 eV.


A molecular structure, C2H4BeF3O4S in a non-equilibrium geometry. Source: the OMol25 dataset; level of theory: wB97M-V/def2-TZVPD.

XYZ file:
```
15
Properties=species:S:1:pos:R:3:nbo_charge:R:1
Be -1.74 0.53 1.77 1.767
O -0.37 0.44 1.01 -1.072
S -1.18 -0.69 0.24 2.141
O -2.46 -0.63 1.05 -1.095
O -0.64 -2.02 0.03 -0.734
C -1.65 -0.04 -1.44 0.785
F -1.17 1.18 -1.59 -0.277
F -1.16 -0.84 -2.36 -0.254
F -2.97 -0.01 -1.53 -0.270
H 1.47 0.27 1.89 0.459
O 1.55 -0.29 1.05 -0.726
C 2.40 0.39 0.15 -0.264
H 1.86 1.10 -0.50 0.151
H 3.17 0.97 0.70 0.188
H 2.89 -0.36 -0.48 0.202
```

The value obtained for the orbital gap is 6.16 eV. The value obtained for the electronic energy is -1091.75401 Eh. The molecular weight is 190.12 g/mol. The value obtained for the HOMO energy is -13.5 eV. Its net charge is +1.


A molecular structure, C2H4BiF3NO5S2 in a non-equilibrium geometry. Source: the OMol25 dataset; level of theory: wB97M-V/def2-TZVPD.

XYZ file:
```
18
Properties=species:S:1:pos:R:3:nbo_charge:R:1
N 0.33 0.12 0.81 -1.037
S 1.21 -1.33 0.45 1.766
O -0.16 -2.09 0.10 -1.036
O 1.83 -1.17 -0.93 -0.991
S -0.13 1.23 -0.29 2.027
O -0.45 0.29 -1.42 -1.009
O -1.11 2.23 -0.74 -0.726
C 0.90 2.58 0.57 0.833
F 0.35 2.87 1.73 -0.277
F 2.14 2.16 0.75 -0.301
F 1.01 3.71 -0.10 -0.274
Bi 0.08 -1.64 -2.02 2.247
O -0.29 -2.50 -3.65 -1.199
H -0.80 -3.31 -3.77 0.505
C -0.95 -0.81 1.86 -0.497
H -0.40 -0.36 2.71 0.355
H -1.80 -1.23 1.31 0.327
H -1.74 -0.75 2.63 0.287
```

The value obtained for the orbital gap (spin up / spin down) is 6.43 / 6.44 eV. The value obtained for the electronic energy is -1819.37594 Eh. The molecular weight is 452.16 g/mol. The value obtained for the HOMO energy (spin up / spin down) is -12.8 / -12.8 eV. Its net charge is +1.


C2H4Br2 in the gas phase in a non-equilibrium geometry. Source: the OMol25 dataset; level of theory: wB97M-V/def2-TZVPD.

XYZ file:
```
8
Properties=species:S:1:pos:R:3:nbo_charge:R:1
Br 1.90 -0.58 1.25 -0.023
C 0.14 -0.53 0.41 -0.460
C -0.05 0.67 -0.50 -0.427
Br -1.80 0.31 -1.27 -0.017
H -0.59 -0.56 1.17 0.223
H 0.03 -1.64 0.05 0.244
H 0.62 0.89 -1.28 0.236
H -0.26 1.45 0.17 0.225
```

The value obtained for the orbital gap is 10.97 eV. The value obtained for the electronic energy is -5226.61601 Eh. For the energy relative to the best compared isomer or geometry (same formula, charge and spin), the calculation gives 0.508 eV. The molecular weight is 187.86 g/mol. The value obtained for the HOMO energy is -10.3 eV.


A molecular structure, C2H4Br2FKZn in a non-equilibrium geometry. Source: the OMol25 dataset; level of theory: wB97M-V/def2-TZVPD.

XYZ file:
```
11
Properties=species:S:1:pos:R:3:nbo_charge:R:1
Zn -3.12 -4.86 5.15 1.026
K -5.59 -4.16 -0.26 0.999
F -2.49 -2.72 2.85 -0.532
Br 2.09 -0.60 -1.44 0.158
C 1.04 0.89 -0.48 -0.376
C 1.43 2.21 -1.28 -0.479
Br 3.32 2.41 -1.73 0.233
H 1.27 0.86 0.58 0.241
H 0.00 0.58 -0.58 0.236
H 1.16 3.01 -0.59 0.245
H 0.90 2.37 -2.22 0.247
```

The value obtained for the orbital gap is 1.53 eV. The value obtained for the electronic energy is -7704.92504 Eh. The molecular weight is 311.35 g/mol. The value obtained for the HOMO energy is -13.9 eV. Its net charge is +2.


C2H4Br3PS in the gas phase in a non-equilibrium geometry. Source: the OMol25 dataset; level of theory: wB97M-V/def2-TZVPD.

XYZ file:
```
11
Properties=species:S:1:pos:R:3:nbo_charge:R:1
C 0.42 2.17 0.26 -0.702
C -0.57 -2.51 -1.41 -0.520
P 0.37 0.18 0.35 0.536
S -1.08 -0.46 1.55 -0.298
Br -0.35 3.16 1.83 0.003
Br -1.95 -2.11 -0.25 0.338
Br 2.18 0.13 1.71 -0.251
H 1.50 2.09 0.12 0.232
H -0.11 2.56 -0.61 0.228
H -0.23 -3.52 -1.48 0.209
H -0.18 -1.68 -2.07 0.224
```

The value obtained for the orbital gap (spin up / spin down) is 7.56 / 7.18 eV. The value obtained for the electronic energy is -8540.08311 Eh. For the energy relative to the best compared isomer or geometry (same formula, charge and spin), the calculation gives 3.578 eV. The molecular weight is 330.81 g/mol. The value obtained for the HOMO energy (spin up / spin down) is -8.6 / -9.0 eV.


2 unconnected molecules or ions with the total composition C2H4BrClN3 in a non-equilibrium geometry. Source: the OMol25 dataset; level of theory: wB97M-V/def2-TZVPD.

XYZ file:
```
11
Properties=species:S:1:pos:R:3:nbo_charge:R:1
C 1.11 0.22 -1.17 0.092
C -1.04 0.23 -0.40 -0.091
N -1.64 -0.49 -2.62 0.248
N 0.38 0.23 -0.09 -0.563
N -0.94 -0.17 -1.78 0.039
Cl 0.52 -1.20 3.40 -0.269
Br 2.94 0.21 -1.40 0.278
H -1.53 -0.64 0.15 0.278
H -1.57 1.22 -0.40 0.275
H 0.69 0.39 0.83 0.437
H 1.09 -0.01 3.49 0.275
```

The value obtained for the orbital gap (spin up / spin down) is 7.87 / 7.88 eV. The value obtained for the electronic energy is -3276.66862 Eh. For the energy relative to the best compared isomer or geometry (same formula, charge and spin), the calculation gives 1.786 eV. The molecular weight is 185.43 g/mol. The value obtained for the HOMO energy (spin up / spin down) is -13.7 / -13.7 eV. Its net charge is +1.


A gas-phase ion, C2H4BrN2 (charge +1) in a non-equilibrium geometry. Source: the OMol25 dataset; level of theory: wB97M-V/def2-TZVPD.

XYZ file:
```
9
Properties=species:S:1:pos:R:3:nbo_charge:R:1
C 1.83 -1.75 1.78 0.230
C -0.27 0.64 0.08 -0.509
N 1.00 0.13 0.44 -0.033
N 1.06 -0.85 1.30 -0.367
Br 3.28 -1.91 2.75 0.476
H -0.77 0.99 1.03 0.238
H -0.13 1.37 -0.73 0.277
H -0.96 -0.20 -0.33 0.254
H 0.08 -1.00 1.69 0.433
```

The value obtained for the orbital gap (spin up / spin down) is 7.72 / 7.38 eV. The value obtained for the electronic energy is -2761.64059 Eh. For the energy relative to the best compared isomer or geometry (same formula, charge and spin), the calculation gives 5.365 eV. The molecular weight is 135.97 g/mol. The value obtained for the HOMO energy (spin up / spin down) is -14.5 / -14.7 eV. Its net charge is +1.


2 unconnected molecules or ions with the total composition C2H4BrN2 in a non-equilibrium geometry. Source: the OMol25 dataset; level of theory: wB97M-V/def2-TZVPD.

XYZ file:
```
9
Properties=species:S:1:pos:R:3:nbo_charge:R:1
C 0.68 -3.87 -0.96 0.135
C 0.33 0.49 0.40 -0.507
N 0.38 -0.98 0.42 -0.007
N 0.52 -1.72 -0.52 -0.246
Br 1.01 -4.84 0.36 0.519
H 1.29 0.84 0.83 0.268
H 0.47 0.92 -0.52 0.215
H -0.51 0.91 1.14 0.281
H 0.53 -1.35 -1.57 0.342
```

The value obtained for the orbital gap is 7.37 eV. The value obtained for the electronic energy is -2761.60536 Eh. For the energy relative to the best compared isomer or geometry (same formula, charge and spin), the calculation gives 6.323 eV. The molecular weight is 135.97 g/mol. The value obtained for the HOMO energy is -14.1 eV. Its net charge is +1.